No. 1
18
Properties=species:S:1:pos:R:3:forces:R:3 method="wB97M-V/def2-TZVPD" smiles="C=C1CC[C@H]2CS[C@@H]12" e_above_lowest_kj_mol=210.7 total_energy_ev=-18254.0316 charge=0 homo_lumo_gap_ev=9.220
C 0.32976 -0.26615 2.51169 1.287 -0.012 1.074
C 0.05453 -0.04922 1.23571 0.744 0.133 -0.284
C -1.29241 -0.07895 0.58999 -0.159 -0.236 -0.040
C -1.01874 -0.74691 -0.82329 -1.866 0.706 0.130
C 0.38454 -0.32076 -1.13221 2.928 -1.040 -0.871
C 0.59091 1.07200 -1.62020 -2.111 0.800 -6.439
C 1.15121 0.07420 0.15738 -1.265 -2.042 2.607
H -0.46394 -0.34769 3.26458 0.350 -0.130 -0.310
H 1.41139 -0.33530 2.89730 -1.797 0.225 -0.671
H -1.54961 0.96629 0.35133 -0.382 -0.285 0.357
H -2.01828 -0.56311 1.30898 0.433 0.601 -1.260
H -1.75313 -0.27104 -1.58614 1.133 -1.112 1.083
H -1.12403 -1.84830 -0.82391 -0.037 0.599 0.077
H 0.96690 -1.02910 -1.81289 -0.925 0.589 1.031
H -0.35071 1.39107 -2.18359 0.394 0.943 1.904
H 1.19546 1.18648 -2.54149 0.126 -0.875 0.174
H 1.91047 -0.56937 0.58754 0.774 0.127 -0.649
S 1.57567 1.73585 -0.38078 0.375 1.010 2.088

No. 2
20
Properties=species:S:1:pos:R:3:forces:R:3 method="wB97M-V/def2-TZVPD" e_above_lowest_kj_mol=0.0 total_energy_ev=-36970.1113 charge=0 homo_lumo_gap_ev=8.673
C 3.08383 -0.55748 -0.99157 0.023 0.023 0.000
C 2.59705 0.73578 -0.87781 0.180 0.015 -0.016
C 2.21911 -1.63180 -0.88380 0.038 -0.060 -0.009
C 1.25055 0.95362 -0.66164 -0.179 0.049 0.009
C 0.87114 -1.41534 -0.66123 -0.188 -0.085 0.028
C 0.36937 -0.12207 -0.55154 -0.590 0.134 0.115
C -2.01879 0.55138 1.56442 0.293 -0.097 -0.564
Si -1.45113 0.18603 -0.20917 -1.622 -1.848 -0.039
S -2.28912 1.56735 -1.63966 0.831 -0.359 0.083
S -2.84963 -2.25497 -0.53445 1.320 2.264 0.766
H 4.13614 -0.72866 -1.16389 0.087 0.017 -0.017
H 3.27104 1.57440 -0.95762 0.070 0.103 -0.019
H 2.59010 -2.64160 -0.97630 0.040 -0.077 0.004
H 0.88252 1.96601 -0.58039 -0.020 0.162 -0.001
H 0.19438 -2.25132 -0.57434 -0.100 -0.139 -0.008
H -1.25707 0.25968 2.28011 0.194 -0.083 0.062
H -2.23585 1.60730 1.70461 0.041 0.143 -0.093
H -2.91688 -0.01284 1.79016 -0.163 -0.111 -0.089
H -3.52896 1.46545 -1.18066 -0.358 -0.073 0.271
H -2.59974 -2.31541 -1.83260 0.103 0.024 -0.484

No. 3
21
Properties=species:S:1:pos:R:3:forces:R:3 method="wB97M-V/def2-TZVPD" e_above_lowest_kj_mol=42.8 total_energy_ev=-32841.0217 charge=0 homo_lumo_gap_ev=8.207
C -0.37563 -1.99482 0.69005 2.273 2.306 1.529
C -0.91908 -1.86046 -0.65900 -0.621 -0.172 -0.608
C -1.56545 -0.48162 -0.87103 0.285 0.027 0.009
C -0.58329 0.68859 -0.87060 -0.164 -0.113 0.245
C 0.07842 0.97409 0.48076 0.226 0.362 -0.161
C 0.96508 -0.16990 0.90312 -1.899 -3.011 -0.233
C 0.86905 2.28267 0.40744 -0.114 -0.080 0.117
O -0.42599 -2.73984 1.59611 -0.166 0.272 -0.686
S 2.32708 -0.50962 -0.20895 0.063 0.387 -0.067
Cl 1.42243 -0.13231 2.60114 -0.035 0.023 -0.052
H -0.08078 -1.97436 -1.35019 0.038 -0.049 0.021
H -1.65105 -2.65548 -0.84917 0.150 -0.018 0.028
H -2.07238 -0.50545 -1.83594 -0.086 -0.049 0.033
H -2.32162 -0.32346 -0.10225 -0.147 0.031 0.022
H 0.19670 0.51416 -1.61519 -0.037 0.069 -0.108
H -1.13270 1.58568 -1.16553 0.071 0.021 -0.066
H -0.69905 1.08115 1.24707 0.067 -0.103 -0.058
H 1.41447 2.44705 1.33240 0.080 0.064 0.084
H 0.19919 3.12382 0.25026 -0.051 0.129 -0.079
H 1.58661 2.24217 -0.40968 0.070 0.085 -0.089
H 2.76797 -1.59206 0.42917 -0.003 -0.181 0.119

No. 4
26
Properties=species:S:1:pos:R:3:forces:R:3 method="wB97M-V/def2-TZVPD" smiles="CCCCCO[P@@]([O-])(OC(=O)I)=C(F)F" e_above_lowest_kj_mol=0.0 total_energy_ev=-38452.4811 charge=-1 homo_lumo_gap_ev=6.598
C -4.06468 -0.93866 0.25579 -3.364 -1.931 0.543
C 3.40627 -0.03304 -0.40148 -0.709 -1.451 -2.586
C 2.65266 -0.60445 0.82255 4.635 1.344 -1.051
C 1.25820 -0.30031 0.96951 -2.855 2.521 -1.847
C 0.29782 -0.82467 -0.25016 3.985 0.879 0.260
C -0.02585 0.27317 -1.29833 3.177 -1.471 -0.452
C -1.43402 1.73729 0.97363 0.102 -1.176 0.310
O -3.57210 1.60004 -1.15610 0.211 -0.302 0.278
O -5.05018 -0.45177 0.66607 0.020 0.208 0.082
O -2.91039 -0.63606 -0.00423 3.320 1.403 -0.176
O -1.38019 0.42853 -1.53148 -0.697 0.899 0.207
F -2.27096 2.22047 2.01359 0.178 -0.179 -1.111
F -0.87331 2.88807 0.37541 -0.325 0.132 0.004
P -2.42322 1.00391 -0.44718 -0.572 1.145 -0.749
I -4.18743 -3.21070 -0.29953 -0.069 0.374 0.174
H 3.25983 1.03460 -0.58502 -0.451 -0.109 0.010
H 4.48179 -0.14005 -0.33612 0.327 -0.236 0.400
H 3.16163 -0.64895 -1.40048 0.176 1.519 1.948
H 3.26174 -0.12890 1.62643 -0.710 -0.424 0.191
H 2.93995 -1.64432 0.84589 -0.400 -0.679 0.183
H 1.07168 -0.76200 1.91022 -1.429 -0.106 0.808
H 1.06613 0.88430 1.02552 0.390 -2.717 0.247
H -0.53633 -1.21451 0.18179 -2.546 -0.936 1.022
H 0.84527 -1.67896 -0.71101 -0.404 0.476 0.080
H 0.51482 -0.01833 -2.29194 -1.333 0.526 1.440
H 0.51088 1.16533 -0.95334 -0.656 0.292 -0.213

No. 5
22
Properties=species:S:1:pos:R:3:forces:R:3 method="wB97M-V/def2-TZVPD" e_above_lowest_kj_mol=169.1 total_energy_ev=-17070.4199 charge=+1 homo_lumo_gap_ev=10.311
C -1.15895 -0.85855 -0.15522 -0.708 -2.046 -0.753
C 0.00165 1.25295 -0.90669 0.663 0.044 -3.061
C -0.54407 -0.57275 1.24879 -3.150 -3.126 1.279
C 0.56787 1.43592 0.48484 1.700 -0.933 -0.592
C 1.28896 -0.74062 -0.13177 -3.123 -1.065 -1.073
C -0.01627 -0.36424 -1.11181 0.470 1.321 2.773
C 1.98384 -0.08562 2.57270 -1.687 2.638 -1.541
N 0.70014 0.01794 0.97602 4.552 0.042 3.394
F 3.06897 0.52009 2.08035 -1.361 -1.705 0.631
F 2.04963 -1.30402 2.96026 0.462 0.232 -0.775
F 1.41258 0.68293 3.47915 0.329 -0.686 -0.883
H -1.30716 -2.00429 -0.34831 0.597 1.895 0.680
H -2.23538 -0.52412 -0.25990 1.537 0.447 -0.205
H -1.00478 1.74133 -0.98757 0.853 -0.777 -0.097
H 0.70586 1.78048 -1.68290 -1.422 -1.055 1.360
H -1.02515 0.12627 1.88448 -1.191 0.596 0.288
H -0.66631 -1.60588 1.82674 1.473 2.164 -0.898
H 1.59153 1.79052 0.51398 0.277 0.108 -0.504
H 0.05364 2.16762 1.04238 -1.144 -0.004 1.364
H 1.24302 -1.81552 0.14078 0.080 0.602 -0.210
H 2.29117 -0.49037 -0.38174 0.561 0.746 -0.468
H -0.05385 -0.89913 -2.04079 0.232 0.561 -0.710

No. 6
25
Properties=species:S:1:pos:R:3:forces:R:3 method="wB97M-V/def2-TZVPD" smiles="CN1CCCC=C1C(F)(F)F.O=NO" e_above_lowest_kj_mol=0.0 total_energy_ev=-22662.4713 charge=0 homo_lumo_gap_ev=8.521
C 1.29476 1.04193 1.56805 0.000 -0.165 -0.041
C 1.27496 -0.42758 1.16318 0.120 0.138 -0.172
C 0.01153 1.68680 1.15386 -0.043 0.070 -0.167
C 0.81771 -0.54862 -0.28489 0.024 -0.125 0.245
C -0.78451 1.15145 0.21856 -0.091 0.162 0.245
C -1.13228 -0.35443 -1.71263 -0.027 -0.018 -0.208
C -2.10739 1.80952 -0.06411 -0.454 0.381 0.006
N -0.53220 -0.04302 -0.43519 -0.084 -0.114 0.079
N -2.86746 -2.23111 0.47794 1.057 0.075 1.685
O -2.75410 -1.73767 1.56231 -0.540 -0.322 -1.347
O -3.88605 -1.80826 -0.26187 -0.910 0.302 -0.698
F -2.22902 2.28434 -1.32063 0.284 -0.043 -0.171
F -3.15622 0.96737 0.09909 0.037 -0.262 0.085
F -2.35530 2.84764 0.73978 0.163 0.108 0.163
H 1.41708 1.13852 2.64855 0.061 0.027 -0.014
H 2.13826 1.55562 1.09691 0.061 0.001 0.086
H 2.26329 -0.87237 1.27324 0.003 -0.074 0.027
H 0.57421 -0.97054 1.79654 -0.012 -0.090 0.046
H -4.41217 -1.09716 0.16618 0.429 -0.109 0.402
H -0.28071 2.59203 1.65818 -0.178 0.064 -0.042
H 1.50963 0.00049 -0.94022 0.030 -0.021 -0.055
H 0.81267 -1.59553 -0.59248 0.031 0.020 -0.052
H -0.62202 0.14813 -2.54350 0.006 -0.002 -0.056
H -1.06686 -1.43339 -1.86130 0.001 0.042 -0.038
H -2.18295 -0.08375 -1.74147 0.032 -0.048 -0.006